Entry 1:
Molecular formula: C32H25ClINaO7Te
Method: DFT, the ωB97M-V functional and the def2-TZVPD basis

Results
Lowest unoccupied orbital energy ... 3.871 eV
Energy above the lowest of the compared OMol25 structures with the same formula, charge and spin ... 0.0 kcal/mol
Total energy ... -2949.113138 Eh
HOMO ... -1.4 eV
Gap between HOMO and LUMO ... 5.3 eV
Net charge ... -2
Largest force on an atom ... 4.27 eV Å⁻¹

Each line ends with the Löwdin charge.
Geometry (Å):
Na1 1.28095 -1.55402 -0.98620  0.068
O1 1.06784 -0.96246 1.27134  -0.025
C1 2.37707 -1.23519 1.85946  -0.280
C2 3.57595 -1.21069 0.77565  -0.634
O2 4.68241 -1.34091 1.31037  0.003
O3 3.31782 -1.07630 -0.43311  -0.022
C3 2.30546 -2.57056 2.60442  -0.145
C4 1.52849 -2.65105 3.77183  -0.039
C5 1.36923 -3.86609 4.43069  -0.091
C6 1.96931 -5.01723 3.92130  -0.114
C7 2.69906 -4.95081 2.75756  -0.087
C8 2.85846 -3.73961 2.09353  -0.016
C9 2.64210 -0.04733 2.75833  -0.150
C10 3.43695 -0.19804 3.88036  -0.043
C11 3.72328 0.90388 4.67259  -0.099
C12 3.25087 2.16934 4.32431  -0.128
C13 2.50082 2.33971 3.16796  -0.093
C14 2.23069 1.23770 2.36097  0.008
H1 0.46099 -1.45361 1.83665  0.105
H2 1.09818 -1.72944 4.20476  0.130
H3 0.79282 -3.91859 5.34541  0.089
H4 1.82660 -5.97829 4.41633  0.092
H5 3.17438 -5.84169 2.35054  0.104
H6 3.43514 -3.69836 1.15942  0.126
H7 3.88335 -1.17558 4.08661  0.127
H8 4.33655 0.77358 5.57325  0.093
H9 3.45241 3.02963 4.96672  0.086
H10 2.15852 3.34320 2.88569  0.095
H11 1.72217 1.38503 1.39778  0.102
I1 0.55890 -1.17484 -3.89162  1.049
C15 0.59098 0.91725 -3.79708  -0.613
C16 0.90954 1.62108 -4.94415  -0.187
C17 1.01898 3.02042 -4.92394  -0.126
C18 0.88453 3.71419 -3.75421  -0.064
C19 0.57957 3.04230 -2.52714  -0.167
C20 0.47784 3.73318 -1.28323  -0.066
C21 0.09690 3.07518 -0.13417  -0.108
C22 -0.21866 1.71072 -0.15912  -0.211
C23 -0.14355 1.00059 -1.34393  -0.361
C24 0.35379 1.59502 -2.54476  -0.257
H12 1.08745 1.10492 -5.88049  0.076
H13 1.22037 3.53980 -5.86109  0.091
H14 0.99337 4.80594 -3.74754  0.101
H15 0.74068 4.78658 -1.23986  0.092
H16 0.12677 3.61374 0.82205  0.095
H17 -0.55001 1.20850 0.75516  0.075
C25 -4.36534 -0.92373 -1.35760  -0.418
Te1 -2.09247 -0.50080 -1.33979  1.378
C26 -2.79555 1.18115 -2.55978  -0.383
C27 -4.26690 1.38251 -2.35460  -0.255
C28 -4.85795 2.59142 -2.76757  -0.069
C29 -6.21243 2.77170 -2.53297  -0.137
C30 -6.98419 1.77360 -1.91748  -0.136
C31 -6.42468 0.57492 -1.49626  -0.073
C32 -5.05889 0.34711 -1.71513  -0.286
H18 -4.58529 -1.25443 -0.32003  0.032
H19 -4.55358 -1.74908 -2.07379  0.038
H20 -2.55208 0.97831 -3.61480  0.061
H21 -2.23975 2.10432 -2.29628  0.062
H22 -4.26946 3.38430 -3.25798  0.111
H23 -6.69960 3.70295 -2.85324  0.085
H24 -8.04717 1.96916 -1.76859  0.081
H25 -7.05139 -0.17721 -1.01208  0.101
O4 -0.23107 -5.08897 -1.61382  -0.342
Cl1 0.25102 -4.16565 -0.60792  0.778
O5 0.02462 -4.55962 0.76891  -0.336
O6 1.70183 -3.79999 -0.83093  -0.373
O7 -0.57493 -2.82281 -0.78771  -0.596

***

Entry 2:
Molecular formula: C32H25ClIN4NiO3
Method: DFT, the ωB97M-V functional and the def2-TZVPD basis

Results
⟨S²⟩ ... 2.01
Lowest unoccupied orbital energy (spin up / spin down) ... 2.311 / 2.325 eV
Energy above the lowest of the compared OMol25 structures with the same formula, charge and spin ... 26.9 kcal/mol
Total energy ... -3945.560252 Eh
HOMO (spin up / spin down) ... -4.9 / -4.9 eV
Gap between HOMO and LUMO (spin up / spin down) ... 7.3 / 7.2 eV
2S+1 ... 3
Net charge ... -1
Largest force on an atom ... 2.79 eV Å⁻¹

Each line ends with the Löwdin charge.
Geometry (Å):
Ni1 -0.75534 -0.06725 0.74283  0.704
C1 0.53546 3.89520 0.71950  -0.046
C2 -0.66035 3.77236 -0.22955  -0.189
C3 -0.63117 4.58765 -1.38383  -0.054
C4 -1.63358 4.45535 -2.36805  -0.108
C5 -2.60909 3.46986 -2.26301  -0.061
C6 -2.63255 2.67705 -1.09655  -0.189
C7 -3.70057 1.59079 -0.92921  -0.044
C8 -1.66341 2.80649 -0.08828  -0.177
N1 -1.59974 1.87381 1.00537  0.056
C9 -1.54629 2.32984 2.24029  -0.478
O1 -1.56203 3.50693 2.68852  -0.018
C10 -1.20703 1.19713 3.25874  -0.164
C11 -1.19851 1.26535 4.61666  -0.001
C12 -0.80117 0.14752 5.39695  -0.030
C13 -0.35817 -1.00987 4.74619  0.018
C14 -0.48654 -1.01128 3.33605  -0.119
N2 -0.84973 0.08710 2.64303  0.062
C15 -0.06722 -2.22614 2.51677  -0.530
O2 0.38246 -3.22495 3.06401  0.019
N3 -0.27223 -2.01939 1.23561  0.063
C16 0.23016 -2.98458 0.26874  -0.168
C17 -0.63974 -3.50383 -0.66213  -0.237
C18 -2.11078 -3.36323 -0.59785  -0.060
C19 -0.16648 -4.33279 -1.69410  -0.066
C20 1.18298 -4.47277 -1.92391  -0.104
C21 2.06694 -3.88763 -1.01743  -0.055
C22 1.60343 -3.17968 0.11374  -0.213
C23 2.61303 -2.62249 1.04955  -0.043
H1 1.40287 3.63346 0.18502  0.047
H2 0.47502 3.25887 1.56893  0.035
H3 0.61921 4.97661 1.09578  0.114
H4 0.24368 5.24343 -1.53588  0.108
H5 -1.60062 5.02801 -3.27294  0.079
H6 -3.34174 3.31238 -3.06673  0.106
H7 -4.39581 1.59747 -1.75371  0.064
H8 -4.20246 1.80458 -0.02578  0.057
H9 -3.29215 0.57703 -0.81759  0.057
H10 -1.46199 2.16551 5.13978  0.109
H11 -0.84370 0.19515 6.45956  0.091
H12 -0.02218 -1.89537 5.25452  0.107
H13 -2.40086 -3.35325 0.45930  0.081
H14 -2.58684 -4.20691 -1.13113  0.080
H15 -2.50682 -2.44421 -1.01557  0.048
H16 -0.94801 -4.68115 -2.43093  0.119
H17 1.53127 -5.04289 -2.76452  0.087
H18 3.15111 -3.96575 -1.22801  0.107
H19 2.47658 -3.26173 1.93097  0.081
H20 2.34970 -1.62110 1.34506  0.048
H21 3.67114 -2.69381 0.66246  0.098
Cl1 3.77479 0.23526 -4.34702  0.651
C24 2.38379 -0.16680 -3.38517  -0.624
C25 1.15679 -0.39612 -4.00644  -0.153
C26 -0.02536 -0.56194 -3.27978  -0.646
I1 -1.87860 -1.00073 -4.07313  0.916
C27 -0.05691 -0.32550 -1.88675  -0.418
O3 -1.11224 -0.46432 -1.16374  -0.186
C28 1.20077 0.02424 -1.28287  -0.143
N4 1.14209 0.35189 0.00245  0.088
C29 2.16818 0.80397 0.65145  -0.142
C30 3.44523 0.78630 0.06993  -0.043
C31 3.55855 0.36023 -1.24591  -0.013
C32 2.41325 -0.02171 -1.99574  -0.186
H22 1.07663 -0.42858 -5.07992  0.089
H23 2.09135 1.07371 1.66410  0.108
H24 4.31040 0.99805 0.68711  0.104
H25 4.57118 0.34919 -1.77580  0.111

***

Entry 3:
Molecular formula: C3H6O2
Method: DFT, the ωB97M-V functional and the def2-TZVPD basis

Results
SMILES string ... C=COOC
Lowest unoccupied orbital energy ... 1.099 eV
Energy above the lowest of the compared OMol25 structures with the same formula, charge and spin ... 99.4 kcal/mol
Total energy ... -268.246874 Eh
HOMO ... -9.0 eV
Gap between HOMO and LUMO ... 10.1 eV
Largest force on an atom ... 0.27 eV Å⁻¹

Each line ends with the Löwdin charge.
Geometry (Å):
C1 0.77636 -1.67138 0.81822  -0.079
O1 0.30736 -0.36626 0.56806  -0.156
C2 -0.77524 1.88980 -0.24548  0.021
C3 -0.54700 0.89718 -1.09645  -0.217
O2 -0.17535 -0.37731 -0.77983  -0.073
H1 1.40601 -1.56473 1.70485  0.096
H2 -0.04417 -2.37019 1.01816  0.089
H3 1.39100 -2.03922 -0.00952  0.091
H4 -1.01693 2.87542 -0.62420  0.054
H5 -0.70981 1.73727 0.82413  0.056
H6 -0.61223 0.98943 -2.17794  0.118

***

Entry 4:
Molecular formula: C9H11ClN2O
Method: DFT, the ωB97M-V functional and the def2-TZVPD basis

Results
Lowest unoccupied orbital energy ... -0.555 eV
Energy above the lowest of the compared OMol25 structures with the same formula, charge and spin ... 145.6 kcal/mol
Total energy ... -994.302262 Eh
HOMO ... -8.7 eV
Gap between HOMO and LUMO ... 8.1 eV
Largest force on an atom ... 9.53 eV Å⁻¹

Each line ends with the Löwdin charge.
Geometry (Å):
C1 4.08186 0.00438 0.65546  -0.465
C2 3.41165 0.43810 -0.69133  -0.375
C3 0.97071 0.18243 -0.22767  -0.450
C4 -1.62586 0.19504 -0.27811  -0.336
C5 -2.75249 0.92521 0.27974  -0.043
C6 -3.97072 0.34187 0.68947  -0.112
C7 -4.13023 -1.08255 0.44901  -0.094
C8 -3.06088 -1.66880 -0.37568  -0.025
C9 -1.77311 -1.01006 -0.56538  -0.075
H1 3.50749 -0.86534 1.23989  0.105
H2 4.01392 0.83153 1.40800  0.068
H3 3.31438 -0.43316 -1.28869  0.092
H4 4.16219 0.96042 -1.46966  0.162
H5 2.04609 2.11475 0.41616  0.305
H6 -0.25600 1.88389 -0.39214  0.151
H7 -2.47255 2.07630 0.38380  0.133
H8 -4.64716 1.04170 1.35686  0.130
H9 -5.19847 -1.45969 0.41144  0.106
H10 -3.36791 -2.77368 -0.46433  0.114
H11 -0.90542 -1.55988 -0.79707  0.094
N1 2.12092 0.93509 -0.53589  -0.012
N2 -0.36292 0.82465 -0.31704  0.107
O1 1.09813 -1.06478 -0.19271  0.026
Cl1 5.79637 -0.83742 0.30589  0.395

***

Entry 5:
Molecular formula: C2H4N2OS
Method: DFT, the ωB97M-V functional and the def2-TZVPD basis

Results
SMILES string ... C[S@@](=N)(=O)C#N
Lowest unoccupied orbital energy ... 0.676 eV
Energy above the lowest of the compared OMol25 structures with the same formula, charge and spin ... 91.5 kcal/mol
Total energy ... -661.439660 Eh
HOMO ... -10.8 eV
Gap between HOMO and LUMO ... 11.5 eV
Largest force on an atom ... 3.91 eV Å⁻¹

Each line ends with the Löwdin charge.
Geometry (Å):
C1 1.57352 -0.58361 0.31028  -0.290
C2 -1.17882 -0.50789 0.46445  -0.118
N1 2.57115 -1.11566 0.41992  0.124
N2 -0.03151 0.71975 -1.58819  -0.201
O1 0.40011 1.60593 0.84149  -0.334
S1 0.19778 0.52885 -0.07923  0.630
H1 -2.07119 -0.16195 -0.03372  0.077
H2 -1.00359 -1.46465 0.23122  0.019
H3 -1.08076 -0.32871 1.52157  0.069
H4 0.62330 1.30795 -2.08780  0.024

***

Entry 6:
Molecular formula: C25H41CdCl3N3O3SSi
Method: DFT, the ωB97M-V functional and the def2-TZVPD basis

Results
Lowest unoccupied orbital energy ... 2.076 eV
Energy above the lowest of the compared OMol25 structures with the same formula, charge and spin ... 43.2 kcal/mol
Total energy ... -3603.347430 Eh
HOMO ... -3.2 eV
Gap between HOMO and LUMO ... 5.3 eV
Net charge ... -1
Largest force on an atom ... 1.85 eV Å⁻¹

Each line ends with the Löwdin charge.
Geometry (Å):
C1 0.69624 3.88885 -2.23322  -0.066
C2 0.68265 3.98444 -0.75017  -0.234
H1 0.83826 4.87685 -2.67504  0.059
H2 -0.24587 3.45429 -2.58881  0.074
H3 1.50754 3.23179 -2.56666  0.079
C3 0.52773 5.12637 -0.05481  -0.138
C4 0.15327 6.44622 -0.66132  -0.134
H4 0.71429 5.14861 1.02437  0.100
H5 -0.40852 6.33675 -1.60211  0.062
H6 1.03680 7.07205 -0.86593  0.064
H7 -0.48101 7.00732 0.04046  0.059
Cd1 0.73822 -1.78602 -1.01287  0.984
Cl1 2.80920 -0.37568 -0.85336  -0.224
Cl2 -1.45799 -2.99400 -1.08779  -0.081
H8 0.18220 -5.57973 1.66353  0.089
H9 1.25937 -7.72763 -0.02928  0.093
C5 -0.23202 -5.42358 0.65492  -0.075
C6 0.86555 -7.09987 -0.83598  -0.055
N1 0.72876 -5.72358 -0.40348  -0.171
H10 -0.58457 -4.38872 0.54725  -0.027
C7 1.68712 -4.86344 -0.76859  -0.302
O1 1.79337 -3.69259 -0.33716  -0.176
H11 1.56720 -7.09362 -1.66930  0.080
H12 2.40887 -5.26448 -1.50225  0.143
H13 -1.09579 -6.08467 0.51626  0.091
H14 -0.09602 -7.49592 -1.16362  0.091
H15 -2.78103 2.32370 -0.77070  0.072
H16 -1.97619 3.82454 1.08601  0.074
C8 -3.56912 1.91890 -0.12180  -0.063
C9 -2.89154 3.51362 1.61249  -0.083
N2 -3.22518 2.14784 1.26332  -0.189
H17 -3.67412 0.84686 -0.29373  0.081
C10 -3.21725 1.14208 2.19037  -0.365
O2 -3.39439 -0.04919 1.95389  -0.052
H18 -2.73896 3.56640 2.69736  0.077
H19 -3.03291 1.54115 3.21863  0.129
H20 -4.51411 2.43513 -0.36239  0.080
H21 -3.70455 4.19442 1.31642  0.080
O3 -0.56140 2.13125 -0.12881  -0.356
C11 0.67058 2.61840 -0.01093  -0.548
C12 0.45010 2.82188 2.56024  -0.068
C13 1.26284 2.71589 1.43649  -0.196
H22 -0.61562 2.62107 2.42558  0.078
C14 1.00380 3.16864 3.79783  -0.101
H23 1.41633 1.96355 -0.52426  0.050
C15 2.64914 2.72759 1.60477  -0.053
H24 0.32704 3.33131 4.63667  0.088
C16 2.38843 3.31020 3.93868  -0.131
C17 3.21774 3.05569 2.83877  -0.110
H25 3.27787 2.50470 0.73953  0.101
H26 2.81082 3.60620 4.90004  0.082
H27 4.30153 3.11346 2.95069  0.086
Si1 -1.09565 -1.04837 -3.78336  0.172
Cl3 -0.36808 0.21739 -2.16190  0.313
C18 -2.94342 -1.24419 -3.59842  -0.236
C19 -0.06093 -2.62816 -3.92168  -0.286
C20 -0.76854 -0.15786 -5.40643  -0.225
H28 -3.29603 -1.31513 -2.56559  0.002
H29 -3.25491 -2.15197 -4.12993  0.031
H30 -3.42635 -0.39040 -4.08993  0.027
H31 -1.53326 0.61267 -5.58452  0.028
H32 -0.83387 -0.89697 -6.22150  0.030
H33 0.23445 0.29171 -5.43948  0.032
H34 0.23950 -3.12941 -2.98581  -0.083
H35 0.84451 -2.44434 -4.51794  0.032
H36 -0.67460 -3.35955 -4.46808  0.035
S1 -0.12227 -0.37428 1.39737  0.704
C21 0.77859 -1.46855 2.29882  -0.754
N3 2.09025 -1.70820 1.94274  0.011
C22 2.75864 -2.81910 2.35388  -0.103
C23 2.16740 -3.70217 3.23077  -0.113
C24 0.89670 -3.39777 3.75339  -0.084
C25 0.22028 -2.27040 3.31120  -0.094
H37 2.51506 -1.11238 1.20130  -0.015
H38 3.76309 -2.94602 1.95488  0.127
H39 2.71368 -4.59763 3.53049  0.094
H40 0.45776 -4.03722 4.51574  0.102
H41 -0.77673 -1.99702 3.64381  0.108